{"formula": "H3O3P", "method": "ωB97M-V/def2-TZVPD", "symbols": ["O", "O", "P", "O", "H", "H", "H"], "xyz": [[1.289863, -0.266253, -0.249193], [0.066851, -1.052461, -0.205206], [-1.302336, -0.273043, 0.407340], [-0.992624, 1.080160, -0.417480], [1.837314, -0.858467, -0.847260], [-0.789023, -0.039126, 1.648539], [-0.110048, 1.409188, -0.336743]], "forces_ev_per_a": [[0.46, -0.80, -0.47], [-0.39, -1.32, 0.08], [1.35, -0.51, -2.26], [-1.98, 0.71, 0.24], [-1.05, 0.98, 0.99], [0.61, 0.70, 1.28], [1.00, 0.23, 0.14]], "gap_ev": 10.37, "smiles": "OOPO", "de_lowest_ev": 4.247}